# 1
DFT (wB97M-V/def2-TZVPD) results for a single C26H18F3NO4S molecule.

## Properties
Frontier orbital gap ... 8.33 eV
E_LUMO ... -1.2212 eV

Geometry (Å):
O 7.078 7.341 3.544
N 6.019 7.370 2.868
O 5.742 8.252 2.010
C 5.044 6.346 3.070
C 3.849 6.426 2.369
C 2.872 5.466 2.514
C 3.018 4.346 3.352
C 1.879 3.351 3.389
C 2.081 2.069 2.807
C 2.394 2.188 1.277
C 1.943 3.289 0.517
C 2.336 3.490 -0.819
C 3.232 2.592 -1.427
C 3.583 1.449 -0.706
F 4.442 0.511 -1.244
C 3.123 1.205 0.586
C 1.220 0.748 2.937
C 1.841 -0.524 2.857
C 1.135 -1.711 3.027
F 1.861 -2.889 3.042
C -0.227 -1.771 3.280
C -0.847 -0.528 3.291
F -2.192 -0.540 3.634
C -0.175 0.700 3.130
S 1.868 3.273 5.640
O 2.207 4.541 6.254
O 2.550 2.066 6.071
C 0.092 3.089 6.071
C -0.646 4.249 6.298
C -1.987 4.122 6.655
C -2.560 2.856 6.779
C -1.805 1.709 6.534
C -0.450 1.818 6.215
C 4.234 4.334 4.155
C 5.220 5.302 3.994
H 3.703 7.214 1.660
H 1.964 5.588 1.934
H 0.840 3.663 3.503
H 2.992 1.705 3.343
H 1.276 4.051 0.932
H 1.997 4.374 -1.388
H 3.605 2.706 -2.445
H 3.340 0.279 1.103
H 2.900 -0.609 2.615
H -0.721 -2.730 3.448
H -0.781 1.609 3.129
H -0.154 5.219 6.208
H -2.563 5.023 6.845
H -3.597 2.755 7.074
H -2.244 0.720 6.602
H 0.193 0.944 6.079
H 4.443 3.586 4.930
H 6.167 5.282 4.522

# 2
DFT (wB97M-V/def2-TZVPD) results for a single C3H6I2O molecule.

## Properties
Frontier orbital gap (spin up / spin down) ... 7.42 / 6.98 eV
E_LUMO (spin up / spin down) ... -0.8178 / -0.9326 eV

Geometry (Å):
C 0.443 -1.531 0.002
C -0.999 0.461 -1.051
C 0.148 -0.045 -0.277
O 0.827 1.770 1.741
I -2.612 1.248 0.260
I 1.741 1.317 -0.141
H 1.347 -1.627 0.573
H 0.578 -2.077 -0.885
H -0.379 -2.026 0.640
H -0.949 1.221 -1.837
H -1.499 -0.482 -1.557
H 1.354 1.772 2.532

Energy relative to the best compared isomer or geometry (same formula, charge and spin), record by record: 0.0; 97.1 kcal/mol